Record 1
Formula: ClH5OSi2
Source: the Open Molecules 2025 dataset
Level of theory: ωB97M-V/def2-TZVPD

The geometry in XYZ format:
```
9
Properties=species:S:1:pos:R:3:forces:R:3:mulliken_charge:R:1
O -0.0262 -0.1541 0.5054 -5.51 1.18 1.03 -0.148
Si 1.1240 -0.2102 -0.5915 2.33 -1.63 -0.62 0.199
Si -1.6687 0.6768 0.9804 4.21 -1.82 -1.02 0.627
Cl -1.5381 2.5659 0.3126 -0.19 0.45 -0.25 -0.183
H 2.1074 -1.2095 0.2333 -0.76 1.20 -1.43 -0.087
H 0.9922 -0.6728 -2.1069 -0.32 0.15 1.57 -0.099
H 1.5770 1.1599 -0.7208 0.56 0.49 -0.14 -0.124
H -1.3144 0.5584 2.3429 -0.34 0.19 1.26 -0.102
H -2.9387 0.0612 0.6249 0.02 -0.21 -0.40 -0.082
```
Positions in Å, forces in eV/Å.

Properties
energy above the lowest of the compared OMol25 structures with the same formula, charge and spin	1.237	eV
E	-1117.4633	hartree

---

Record 2
Formula: C4H13NO2
Source: the Open Molecules 2025 dataset
Level of theory: ωB97M-V/def2-TZVPD

The geometry in XYZ format:
```
20
Properties=species:S:1:pos:R:3:forces:R:3:mulliken_charge:R:1
C -0.1276 1.7093 -0.7187 -0.45 -0.44 -0.90 -1.304
C -0.9674 0.4777 -0.1914 2.13 2.22 -0.14 -0.159
C -1.2242 0.6693 1.2845 -2.56 -0.55 3.30 -0.731
C 0.0205 2.4099 2.2285 -0.97 1.04 1.95 -0.311
N -0.0927 1.1808 2.0011 2.13 0.56 -1.38 -0.341
H -0.7007 2.6279 -0.8873 -0.13 -0.03 0.68 0.324
H 0.1845 1.4843 -1.7386 0.23 -0.27 -0.06 0.395
H 0.7682 1.9077 -0.1366 -0.13 0.00 -0.05 0.350
H -1.8586 0.5283 -0.7954 -0.43 -0.82 0.08 0.307
H -0.2784 -0.3562 -0.3508 -0.77 -0.33 -0.01 0.250
H -2.1267 1.2868 1.5873 0.59 -0.01 -1.12 0.402
H -1.4771 -0.2483 1.8711 0.20 -0.03 -1.13 0.317
H 0.9220 2.9627 2.5218 0.43 -1.00 0.04 0.272
H -0.8274 3.0992 2.4613 -0.26 -0.41 -1.22 0.234
H 1.7528 -3.9724 -4.3004 -0.38 -0.16 -0.74 0.322
H 0.9682 -5.2129 -5.0030 -0.15 0.51 -0.86 0.318
O 1.4170 -4.8701 -4.2444 0.54 -0.35 1.60 -0.640
H 1.0249 -1.4237 1.9887 -1.17 0.56 0.07 0.309
H 1.7785 -2.2630 1.1939 -0.31 -0.68 -0.93 0.295
O 0.8441 -1.9975 1.2285 1.46 0.19 0.83 -0.610
```
Positions in Å, forces in eV/Å.

Properties
energy above the lowest of the compared OMol25 structures with the same formula, charge and spin	2.261	eV
E	-365.3594	hartree

---

Record 3
Formula: C47H58IN5O7PSSiY
Source: the Open Molecules 2025 dataset
Level of theory: ωB97M-V/def2-TZVPD

The geometry in XYZ format:
```
122
Properties=species:S:1:pos:R:3:forces:R:3:mulliken_charge:R:1
Y -0.3406 0.2362 -0.0547 0.61 -0.32 0.15 -0.888
O 1.3748 -1.3603 0.0340 -0.33 -0.06 -0.53 1.744
C 1.7467 -2.2640 -0.8245 -0.15 -0.06 0.05 0.098
C 3.1146 -2.6129 -0.9498 0.05 0.06 0.06 -0.267
C 3.5437 -3.6568 -1.7368 -0.05 0.01 0.00 -0.941
C 2.6295 -4.4218 -2.4615 0.02 -0.09 -0.05 -0.901
C 1.3023 -4.0545 -2.4267 -0.07 0.03 -0.02 -0.696
C 0.8388 -2.9707 -1.6687 0.32 0.00 0.09 1.238
C -0.5518 -2.6231 -1.8327 -0.10 -0.05 -0.14 -1.802
N -1.1192 -1.5485 -1.4456 -0.02 0.00 -0.11 1.913
N -2.4547 -1.4550 -1.8033 -0.52 0.01 -0.38 -1.241
C -3.0876 -0.5728 -1.0782 0.18 -0.49 0.01 0.510
O -2.5842 0.0697 -0.0903 -0.03 0.00 -0.17 -0.768
C -4.5363 -0.3727 -1.3671 -0.09 0.17 0.07 0.504
C -5.2792 0.4182 -0.4941 0.06 -0.02 0.01 -0.241
C -6.6313 0.6281 -0.7153 -0.07 0.01 -0.05 -0.745
C -7.2534 0.0570 -1.8169 0.01 0.04 0.02 -0.349
C -6.5129 -0.7235 -2.6960 -0.06 0.02 -0.02 -0.835
C -5.1623 -0.9393 -2.4731 -0.02 -0.07 -0.05 0.004
H 3.8338 -2.0099 -0.4142 0.01 -0.01 0.06 0.242
H 4.6039 -3.8751 -1.7997 0.00 0.00 0.03 0.420
H 2.9541 -5.2660 -3.0569 0.01 0.04 -0.03 0.337
H 0.5773 -4.6013 -3.0223 0.00 0.01 0.00 0.367
H -1.1627 -3.3386 -2.3874 -0.05 0.05 -0.01 0.138
H -4.7714 0.8643 0.3514 0.03 0.01 -0.03 0.434
H -7.1997 1.2531 -0.0366 0.01 -0.01 0.02 0.422
H -8.3087 0.2273 -1.9972 0.00 0.00 0.00 0.378
H -6.9972 -1.1552 -3.5644 0.04 -0.03 0.00 0.371
H -4.5788 -1.5479 -3.1511 0.03 0.01 0.03 0.414
O 1.2788 2.4693 0.1695 -0.14 -0.14 0.36 -0.557
H 0.4375 2.9499 0.0224 0.05 0.21 -0.20 -0.083
H 1.6881 2.4639 -0.7031 -0.07 -0.07 -0.13 0.143
C -1.0781 -2.9410 2.3078 0.04 0.00 0.07 -0.752
O -1.4414 -2.1268 1.2121 -0.07 -0.06 -0.05 -0.087
H -1.8491 -3.6909 2.5244 0.01 -0.01 -0.05 0.327
H -0.9039 -2.3470 3.2069 0.01 0.03 0.00 0.262
H -0.1522 -3.4501 2.0401 0.01 0.02 0.02 0.149
H -2.1845 -1.5642 1.4652 -0.03 0.15 0.01 0.144
N 0.8927 0.6329 -1.9512 0.69 -0.03 -0.86 0.965
C 1.7364 0.4038 -2.7322 -0.08 0.29 0.35 0.575
N 2.5574 0.1865 -3.6729 -0.30 -0.24 -0.68 -0.964
C 3.8538 0.2206 -3.7359 0.27 0.14 0.27 0.614
N 5.0071 0.2540 -3.8861 -0.13 -0.05 -0.06 -0.784
I -1.1427 0.9447 2.6588 -0.31 0.43 1.12 -0.606
C 6.5519 0.5872 0.2082 -0.02 0.03 0.03 -0.730
C 5.4221 0.6935 -0.5863 0.06 0.06 -0.07 -0.795
C 4.1644 0.5402 -0.0150 -0.05 -0.02 0.05 0.464
C 4.0162 0.2657 1.3415 -0.19 -0.03 -0.14 -0.035
C 5.1628 0.1644 2.1293 0.03 -0.02 -0.11 -0.313
C 6.4191 0.3273 1.5673 0.04 -0.04 0.05 -0.817
P 2.2918 0.1212 2.0120 0.61 0.40 0.97 1.191
C 2.5761 1.2667 3.4700 -0.13 -0.04 -0.09 0.736
C 3.0916 0.9078 4.7154 0.04 0.06 -0.07 -0.352
C 3.2631 1.8545 5.7162 0.02 -0.02 0.09 -0.854
C 2.9131 3.1777 5.4976 0.02 0.06 0.02 -0.492
C 2.3974 3.5503 4.2653 0.03 0.00 0.02 -0.780
C 2.2285 2.6030 3.2665 0.03 -0.01 0.02 -0.739
C 2.4182 -1.4702 2.9308 -0.06 -0.05 -0.08 1.128
C 3.2891 -2.4939 2.5660 -0.01 0.01 -0.01 -0.526
C 3.3217 -3.6887 3.2721 0.00 -0.07 0.03 -0.761
C 2.4786 -3.8848 4.3554 -0.01 0.00 -0.01 -0.655
C 1.5897 -2.8807 4.7152 -0.03 -0.03 0.03 -0.677
C 1.5580 -1.6886 4.0093 0.03 0.02 -0.02 -0.769
H 7.5367 0.7087 -0.2276 -0.01 -0.01 -0.01 0.392
H 5.5114 0.8732 -1.6510 0.01 -0.01 0.06 0.339
H 3.2762 0.6061 -0.6332 0.01 -0.03 0.00 -0.090
H 5.0771 -0.0463 3.1861 -0.03 0.00 0.07 0.341
H 7.3017 0.2477 2.1926 -0.01 0.00 0.00 0.395
H 3.3647 -0.1191 4.9202 -0.01 -0.03 -0.02 0.364
H 3.6683 1.5544 6.6768 -0.01 -0.02 -0.02 0.382
H 3.0379 3.9136 6.2840 0.00 -0.01 0.00 0.360
H 2.1122 4.5803 4.0871 -0.01 -0.02 -0.03 0.425
H 1.8173 2.8943 2.3119 -0.05 0.02 -0.07 0.400
H 3.9536 -2.3619 1.7243 0.01 0.02 0.00 0.139
H 4.0090 -4.4721 2.9741 0.00 0.03 -0.03 0.424
H 2.5109 -4.8134 4.9135 -0.02 -0.01 -0.02 0.334
H 0.9059 -3.0342 5.5426 0.02 0.04 0.01 0.425
H 0.8632 -0.9072 4.2955 -0.03 -0.01 -0.01 0.513
C -4.9288 3.6824 -1.9275 0.33 0.01 -0.02 -1.775
C -4.3658 5.0148 -2.4256 -0.23 0.22 0.09 2.317
C -4.4355 6.0408 -1.2923 0.12 -0.09 -0.10 -1.954
C -5.1803 5.4976 -3.6303 0.17 -0.06 0.05 -1.865
O -3.0076 4.9565 -2.8425 -0.17 -0.03 -0.05 0.077
Si -1.9383 3.6937 -2.9439 0.08 -0.01 0.10 0.069
S -1.4678 2.9979 -1.0665 -0.16 -0.08 0.08 -0.560
O -2.6642 2.6129 -3.9564 0.03 0.04 -0.06 0.413
C -2.2396 1.8751 -5.0939 -0.03 -0.25 -0.21 2.020
C -0.9362 1.1325 -4.8081 -0.12 0.20 0.16 -0.856
C -3.3559 0.8676 -5.3696 0.04 0.10 0.14 -1.740
C -2.0766 2.8069 -6.3010 -0.05 0.01 0.27 -1.809
O -0.6949 4.3186 -3.8431 0.07 -0.02 -0.02 -0.462
C 0.3303 5.2571 -3.5603 0.23 0.20 -0.05 1.817
C 0.9019 5.6738 -4.9172 -0.12 -0.06 0.06 -1.990
C -0.2304 6.4823 -2.8347 -0.14 -0.22 -0.07 -1.725
C 1.4352 4.6160 -2.7187 -0.20 -0.08 -0.13 -1.289
H -5.9654 3.8050 -1.6068 -0.02 0.04 -0.04 0.675
H -4.3381 3.3186 -1.0856 -0.02 -0.02 0.00 0.312
H -4.8827 2.9317 -2.7142 -0.05 -0.10 -0.05 0.206
H -5.4652 6.1733 -0.9518 0.00 0.02 0.03 0.444
H -4.0420 7.0001 -1.6361 -0.01 0.00 0.01 0.384
H -3.8194 5.6889 -0.4632 -0.03 0.03 0.03 0.332
H -6.2429 5.5619 -3.3835 0.00 0.00 -0.01 0.405
H -5.0431 4.7946 -4.4540 -0.05 0.00 -0.01 0.276
H -4.8268 6.4803 -3.9510 0.00 -0.01 -0.01 0.364
H -1.0524 0.5232 -3.9111 0.00 -0.06 -0.02 -0.209
H -0.1350 1.8496 -4.6269 0.07 -0.03 -0.02 0.050
H -0.6606 0.4901 -5.6464 0.01 0.00 -0.01 0.534
H -3.4755 0.2134 -4.5039 0.01 -0.02 -0.05 0.184
H -3.1207 0.2666 -6.2504 -0.01 -0.03 0.00 0.420
H -4.2981 1.3953 -5.5361 0.00 -0.01 -0.01 0.370
H -1.3091 3.5458 -6.0816 0.05 0.06 -0.05 0.108
H -3.0168 3.3293 -6.4965 0.01 -0.02 -0.01 0.346
H -1.7929 2.2366 -7.1887 0.00 -0.01 0.01 0.450
H 0.1127 6.1047 -5.5372 0.01 0.00 0.01 0.391
H 1.3091 4.8003 -5.4299 0.00 0.01 -0.01 0.357
H 1.6956 6.4123 -4.7868 0.02 -0.01 -0.02 0.427
H -1.0620 6.8992 -3.4050 0.01 0.04 0.01 0.337
H 0.5460 7.2402 -2.7102 0.01 -0.01 0.03 0.499
H -0.6119 6.1852 -1.8564 0.01 0.06 0.04 0.245
H 1.8200 3.7265 -3.2238 0.01 0.01 0.02 0.258
H 1.0155 4.3210 -1.7603 0.04 -0.01 0.08 0.108
H 2.2540 5.3210 -2.5578 0.00 -0.01 0.00 0.459
```
Positions in Å, forces in eV/Å.

Properties
net charge	-2
energy above the lowest of the compared OMol25 structures with the same formula, charge and spin	1.033	eV
E	-3991.8334	hartree

---

Question: The lowest energy above the lowest of the compared OMol25 structures with the same formula, charge and spin belongs to which entry?
Answer: C47H58IN5O7PSSiY

---

Question: E of number 3 (C47H58IN5O7PSSiY)?
Answer: -3991.8334 hartree

---

Question: Which of these has the lowest E?
Answer: C47H58IN5O7PSSiY

---

Please write out number 1 again, unchanged.
Formula: ClH5OSi2
Source: the Open Molecules 2025 dataset
Level of theory: ωB97M-V/def2-TZVPD

The geometry in XYZ format:
```
9
Properties=species:S:1:pos:R:3:forces:R:3:mulliken_charge:R:1
O -0.0262 -0.1541 0.5054 -5.51 1.18 1.03 -0.148
Si 1.1240 -0.2102 -0.5915 2.33 -1.63 -0.62 0.199
Si -1.6687 0.6768 0.9804 4.21 -1.82 -1.02 0.627
Cl -1.5381 2.5659 0.3126 -0.19 0.45 -0.25 -0.183
H 2.1074 -1.2095 0.2333 -0.76 1.20 -1.43 -0.087
H 0.9922 -0.6728 -2.1069 -0.32 0.15 1.57 -0.099
H 1.5770 1.1599 -0.7208 0.56 0.49 -0.14 -0.124
H -1.3144 0.5584 2.3429 -0.34 0.19 1.26 -0.102
H -2.9387 0.0612 0.6249 0.02 -0.21 -0.40 -0.082
```
Positions in Å, forces in eV/Å.

Properties
energy above the lowest of the compared OMol25 structures with the same formula, charge and spin	1.237	eV
E	-1117.4633	hartree